(1)
DFT (ωB97M-V/def2-TZVPD) results for a molecular structure, C41H66BGe2N7SeTc at a distorted geometry.

Values from the calculation:
- Multiplicity: 4
- Energy relative to the best compared isomer or geometry (same formula, charge and spin): 137.6 kJ/mol

Last column: Löwdin charge in e.
Cartesian coordinates (Å):
Tc 0.14148 -0.05514 -0.10706  0.9274
C 1.68113 2.19274 -4.49226  -0.0082
C 0.57955 2.02329 -3.50114  -0.2655
C -0.51297 2.82785 -3.26193  0.0370
C -1.27184 2.16182 -2.28803  -0.2440
N -0.61984 1.06598 -1.90155  -0.0282
N 0.49048 0.94909 -2.68793  -0.0139
B 0.91504 -0.51867 -3.05730  -0.5510
N -0.37260 -1.36585 -3.07753  0.0186
N -1.14405 -1.60301 -1.96400  0.1040
C -2.11187 -2.42912 -2.35751  -0.2490
C -1.96539 -2.73135 -3.72722  0.0174
C -0.85264 -2.04467 -4.14040  -0.2689
C -0.22423 -2.00416 -5.49491  -0.0223
C -3.22734 -2.98370 -1.49588  -0.5474
C -3.16136 -4.51778 -1.54188  -0.0424
C -3.12794 -2.53238 -0.05113  -0.0631
C -4.57551 -2.53579 -2.07988  -0.0410
N 1.93221 -1.20949 -2.11594  -0.0184
N 1.43589 -1.88669 -1.03525  0.0287
C 2.30146 -2.86324 -0.76909  -0.2482
C 3.41940 -2.75245 -1.61643  0.0224
C 3.13607 -1.70596 -2.46503  -0.2722
C 3.93300 -1.17487 -3.60996  -0.0117
C 1.96451 -4.05495 0.10301  -0.5294
C 2.94092 -4.20587 1.27001  -0.0326
C 0.51827 -3.97688 0.58181  -0.0507
C 2.08779 -5.30132 -0.79159  -0.0445
C -2.71871 2.41517 -1.91608  -0.5220
C -3.46738 2.72225 -3.22358  -0.0454
C -2.90350 3.59977 -0.96807  -0.0395
C -3.31516 1.13889 -1.32854  -0.0536
H 1.65520 3.20029 -4.90271  0.0834
H 1.58846 1.48136 -5.31467  0.0803
H 2.65392 2.03376 -4.02582  0.0814
H -0.76242 3.73978 -3.78183  0.1182
H 1.40713 -0.46983 -4.14557  0.1061
H -2.59183 -3.36610 -4.33379  0.1103
H -0.81099 -2.61209 -6.18144  0.0801
H 0.79429 -2.39581 -5.47793  0.0799
H -0.18081 -0.98781 -5.88951  0.0799
H -2.21027 -4.88023 -1.14500  0.0770
H -3.26824 -4.89389 -2.56203  0.0783
H -3.96678 -4.94231 -0.93610  0.0866
H -2.20664 -2.87408 0.41245  0.0482
H -3.96318 -2.94263 0.52370  0.0938
H -3.16189 -1.44563 0.03890  0.0589
H -4.69393 -2.86704 -3.11431  0.0796
H -4.67169 -1.44833 -2.05934  0.0700
H -5.39382 -2.95914 -1.49052  0.0866
H 4.28836 -3.39143 -1.65165  0.1154
H 4.92156 -1.63066 -3.61043  0.0823
H 4.05337 -0.09277 -3.53792  0.0792
H 3.45441 -1.39099 -4.56698  0.0780
H 2.85564 -3.38299 1.97345  0.0358
H 3.97511 -4.24290 0.91719  0.0898
H 2.73249 -5.13242 1.81189  0.0926
H 0.30802 -3.07474 1.14687  0.0245
H 0.28771 -4.83882 1.21417  0.0998
H -0.15969 -3.97884 -0.27454  0.0689
H 3.11203 -5.45056 -1.13742  0.0786
H 1.44036 -5.21202 -1.66667  0.0927
H 1.78598 -6.18774 -0.22741  0.0873
H -3.13838 3.66574 -3.66317  0.0805
H -4.53755 2.80193 -3.01809  0.0886
H -3.31447 1.92827 -3.95745  0.0938
H -2.39372 4.49228 -1.33981  0.0958
H -2.52342 3.37891 0.02485  0.0291
H -3.96868 3.82793 -0.87434  0.0953
H -3.30944 0.34049 -2.07243  0.0741
H -4.34292 1.31830 -1.00256  0.1014
H -2.74567 0.77649 -0.47687  0.0349
C 4.89236 0.44003 2.07939  -0.1873
C 3.98231 -0.75906 1.81921  -0.4059
Ge 2.09653 -0.38072 2.23367  0.7669
C 1.49510 -1.79666 3.48820  -0.3466
C 0.70564 -1.29982 4.69312  -0.1632
C 1.83128 1.21500 3.29781  -0.2782
C 0.83748 2.09450 3.16774  -0.3318
Ge -0.34281 2.07187 1.56918  0.8427
C -2.18430 1.82261 2.25424  -0.3596
C -2.86708 3.03977 2.88470  -0.1541
C -0.13037 3.80743 0.62598  -0.3871
C 1.14990 4.60422 0.88882  -0.1709
C 0.57753 3.09427 4.24507  -0.2206
C 0.85111 2.78932 5.58268  -0.0352
C 0.63600 3.71448 6.59109  -0.0792
C 0.13116 4.97332 6.29148  -0.0907
C -0.16791 5.28675 4.97470  -0.0734
C 0.04573 4.35393 3.96921  -0.0772
H 5.92651 0.20546 1.81630  0.0700
H 4.88018 0.73465 3.13167  0.0654
H 4.59336 1.31287 1.49447  0.0304
H 4.28675 -1.60322 2.44468  0.0555
H 4.05032 -1.09202 0.78226  0.0384
H 2.47048 -2.17936 3.81592  0.0625
H 0.98434 -2.61341 2.99002  0.0314
H 1.24357 -0.52494 5.24264  0.0483
H 0.53205 -2.13146 5.38221  0.0774
H -0.26507 -0.90388 4.40349  0.0420
H 2.47514 1.27371 4.17997  0.0720
H -2.11064 1.00725 2.97553  0.0412
H -2.79955 1.43848 1.44624  0.0285
H -2.37819 3.35547 3.80510  0.0540
H -3.90326 2.79603 3.13568  0.0721
H -2.89584 3.90328 2.21351  0.0549
H -0.99575 4.42576 0.88343  0.0486
H -0.22303 3.58966 -0.43891  0.0296
H 1.15981 5.05182 1.88405  0.0477
H 1.24110 5.41822 0.16412  0.0741
H 2.04582 3.99229 0.80497  0.0240
H 1.21139 1.80163 5.84419  0.0967
H 0.85173 3.44584 7.61850  0.1026
H -0.03986 5.69630 7.07932  0.1003
H -0.57458 6.25873 4.72415  0.1057
H -0.20850 4.62065 2.95200  0.0684
N -1.37958 -1.27676 2.38057  0.0775
C -0.71936 -0.82247 1.54058  -0.5209
Se 2.09853 1.21096 0.13412  0.4934


(2)
DFT (ωB97M-V/def2-TZVPD) results for a molecular structure, C41H66GeN6P3RhS at a distorted geometry.

Values from the calculation:
- Energy: -150734.0174 eV
- Multiplicity: 2
- Total charge: +3

Last column: Löwdin charge in e.
Cartesian coordinates (Å):
Rh -0.99857 0.00836 0.49788  0.2233
C -2.14889 2.62781 -3.31976  -0.0717
C -1.84162 1.40817 -2.43408  -0.5208
C -3.00613 0.43175 -2.52343  -0.1191
P -1.31353 1.90526 -0.75633  0.9816
C 0.31632 2.68084 -1.08476  -0.3086
N 1.29354 1.67959 -1.39617  -0.1639
Ge 1.35065 0.27584 -0.19663  0.8102
N 2.28588 0.97541 1.20282  -0.1603
C 1.60617 1.49634 2.34136  -0.3774
P -0.10192 0.84073 2.50716  1.0155
C 0.07263 -0.76765 3.41719  -0.5018
C -1.03278 -0.98214 4.44887  -0.0961
C 1.44441 -0.97340 4.06757  -0.0741
C -0.80760 2.15592 3.58241  -0.5132
C -2.31006 2.04342 3.85975  -0.1076
C -0.00946 2.34561 4.88105  -0.0593
C 3.52583 1.53675 0.84640  -0.2033
C 4.22819 2.43609 1.64476  -0.0075
C 5.39497 3.01882 1.16799  -0.0475
C 5.86682 2.74230 -0.10640  -0.0446
C 5.18100 1.83873 -0.90755  0.0015
C 4.04650 1.22631 -0.41424  -0.1526
N 3.31275 0.20157 -1.17177  -0.0479
C 2.99148 0.58523 -2.55351  -0.1683
C 3.67158 0.16972 -3.67807  0.0083
C 3.30424 0.70085 -4.91336  -0.0483
C 2.28715 1.64154 -4.98848  -0.0515
C 1.57859 2.03135 -3.85724  -0.0107
C 1.90884 1.47794 -2.62818  -0.2328
C 3.88297 -1.11581 -1.02182  -0.1626
C 5.20565 -1.44881 -1.21626  -0.0046
C 5.59762 -2.77537 -1.09244  -0.0462
C 4.66692 -3.76332 -0.76273  -0.0540
C 3.35161 -3.44060 -0.52476  -0.0190
C 2.93316 -2.09282 -0.62128  -0.2230
N 1.70331 -1.62443 -0.27475  -0.1720
C 0.56456 -2.49937 -0.11884  -0.3726
P -0.74614 -1.86432 -1.25378  1.0711
C 0.17830 -1.90178 -2.88698  -0.4710
C 0.68346 -3.31425 -3.20756  -0.0704
C -0.51748 -1.36191 -4.14070  -0.0727
C -1.92127 -3.29652 -1.31971  -0.5003
C -2.29387 -3.79859 0.07540  -0.1054
C -3.19855 -3.00763 -2.11307  -0.0906
C -2.41981 3.30494 -0.28888  -0.4878
C -1.97926 4.09764 0.93692  -0.0781
C -3.90179 2.95203 -0.15785  -0.0899
H -2.20513 2.29025 -4.35567  0.1062
H -1.39473 3.41251 -3.27909  0.0703
H -3.11495 3.06536 -3.07182  0.0881
H -0.92072 0.94098 -2.79045  0.0604
H -3.93510 0.88266 -2.17762  0.0790
H -2.84773 -0.47195 -1.94548  -0.0239
H -3.15412 0.14723 -3.56594  0.1030
H 0.61225 3.24802 -0.19476  0.0943
H 0.18788 3.41074 -1.88607  0.1073
H 1.51952 2.59426 2.31421  0.1089
H 2.13040 1.25570 3.27020  0.0860
H -0.02363 -1.52537 2.62133  0.0694
H -0.83289 -0.39234 5.34168  0.0814
H -1.04261 -2.02903 4.75611  0.0977
H -2.01601 -0.71453 4.08636  0.0437
H 1.67707 -0.17823 4.77510  0.0855
H 2.24984 -1.03876 3.33558  0.0881
H 1.42615 -1.90902 4.62780  0.1020
H -0.62953 3.04231 2.96913  0.0802
H -2.49677 1.44956 4.75311  0.0823
H -2.86445 1.60156 3.02911  0.0343
H -2.71947 3.03673 4.04606  0.0995
H -0.10448 1.49486 5.55294  0.0741
H -0.41283 3.21426 5.40295  0.1078
H 1.04809 2.53786 4.71185  0.0803
H 3.87009 2.69522 2.63198  0.1085
H 5.93188 3.71168 1.80139  0.1199
H 6.76028 3.22446 -0.47615  0.1194
H 5.51397 1.63453 -1.91697  0.1266
H 4.48362 -0.54087 -3.60968  0.1227
H 3.83251 0.39810 -5.80605  0.1184
H 2.03155 2.07927 -5.94397  0.1196
H 0.78220 2.75903 -3.94872  0.1019
H 5.93378 -0.69170 -1.46754  0.1208
H 6.63153 -3.04354 -1.25837  0.1175
H 4.99380 -4.79003 -0.67145  0.1200
H 2.65876 -4.21018 -0.21471  0.1041
H 0.18019 -2.45305 0.90814  0.0554
H 0.80167 -3.53982 -0.32816  0.0889
H 1.04803 -1.26444 -2.69325  0.0801
H -0.12243 -3.95278 -3.56902  0.0907
H 1.17372 -3.81918 -2.37640  0.0659
H 1.41482 -3.23913 -4.01295  0.1065
H -1.40926 -1.93334 -4.39347  0.0786
H 0.17562 -1.47074 -4.97545  0.1010
H -0.78150 -0.31308 -4.09066  0.0481
H -1.34597 -4.07161 -1.82995  0.1134
H -2.80928 -3.00551 0.62731  0.0013
H -1.43960 -4.16302 0.64772  0.0828
H -2.99266 -4.63060 -0.01966  0.1067
H -3.84647 -2.32375 -1.56253  0.0631
H -3.74716 -3.93921 -2.25471  0.1020
H -3.01152 -2.58794 -3.09859  0.0662
H -2.28536 3.93123 -1.17768  0.1142
H -2.17376 3.51855 1.83608  0.0413
H -2.58662 5.00064 1.00073  0.1068
H -0.93582 4.41423 0.91355  0.0806
H -4.06403 2.15314 0.56182  0.0173
H -4.35500 2.66473 -1.10485  0.0704
H -4.43466 3.83406 0.19823  0.1011
C -4.49195 -3.15475 3.74590  -0.0133
N -3.75516 -2.38590 2.74749  -0.0206
C -4.20843 -1.28743 2.17121  -0.7573
N -5.39737 -0.81756 2.53912  0.1677
S -3.41062 -0.43935 0.89114  0.7589
H -3.90568 -4.03049 4.00655  0.1075
H -5.45033 -3.49214 3.34855  0.1093
H -4.64792 -2.56350 4.65015  0.1078
H -2.87916 -2.74803 2.41042  0.1047
H -5.98879 -1.29555 3.20154  0.1253
H -5.76396 0.00557 2.08915  0.1200